Entry from OMol25: CH5NiO3 as an isolated structure at a distorted geometry (the ωB97M-V functional and the def2-TZVPD basis).

Cartesian coordinates (Å):
O  -0.49  1.71  -0.64
Ni  0.90  0.45  -1.21
O  0.00  2.91  -0.34
H  -0.58  3.54  -0.81
O  0.18  -0.50  0.23
H  -0.72  0.45  0.43
C  0.18  -1.88  0.50
H  0.90  -2.39  -0.15
H  0.47  -2.01  1.56
H  -0.84  -2.28  0.42

net charge = +2
HOMO-LUMO gap (spin up / spin down) = 9.66 / 6.76 eV
multiplicity = 4
expectation value of S² = 3.760
strongest force on any atom = 5.94 eV/Å